Entry 1:
Density functional theory data (ωB97M-V/def2-TZVPD) for C18H21Cl4N3O10P2SV as an isolated structure.

The molar mass comes out at 726.1 g mol⁻¹. The calculation puts the total energy at -5481.3343 hartree. The expectation value of S² is 3.757. Its spin multiplicity is 4. The relative energy (zero: lowest compared OMol25 entry of this formula, charge and spin) is 33.88 kcal/mol. The charge is -2.

CARTESIAN COORDINATES (ANGSTROEM)
1 V -0.59 -0.28 -0.75
2 N -0.62 -1.33 3.24
3 C 0.34 -0.30 2.69
4 C 1.21 0.24 3.82
5 P 1.40 -1.38 1.52
6 O 2.89 -0.86 2.00
7 O 1.20 -2.76 2.06
8 O 1.36 -1.01 0.06
9 P -0.77 1.03 1.97
10 O -0.41 2.30 2.94
11 O -2.18 0.62 2.22
12 O -0.26 1.42 0.60
13 H -0.81 -1.17 4.23
14 H -0.19 -2.26 3.05
15 H -1.49 -1.28 2.69
16 H 1.82 -0.56 4.25
17 H 0.59 0.69 4.60
18 H 1.88 1.00 3.44
19 H 3.47 -0.94 1.24
20 H -0.59 3.11 2.44
21 S -0.78 1.67 -2.68
22 C -2.40 1.21 -2.27
23 C -3.58 1.68 -2.89
24 C -4.80 1.19 -2.50
25 C -4.89 0.23 -1.49
26 C -3.71 -0.18 -0.90
27 N -2.52 0.29 -1.28
28 H -3.48 2.42 -3.67
29 H -5.71 1.55 -2.98
30 H -5.83 -0.18 -1.16
31 H -3.68 -0.90 -0.09
32 Cl -2.77 -6.65 -2.19
33 C -2.32 -5.21 -1.32
34 C -2.52 -5.13 0.04
35 Cl -3.24 -6.45 0.91
36 C -2.15 -3.95 0.71
37 Cl -2.48 -3.80 2.43
38 C -1.56 -2.87 0.07
39 O -1.23 -1.75 0.68
40 C -1.36 -2.95 -1.36
41 O -0.87 -1.93 -1.98
42 C -1.75 -4.12 -2.01
43 Cl -1.53 -4.19 -3.74
44 O 3.91 1.88 -3.44
45 C 2.99 1.35 -2.60
46 O 2.60 0.22 -2.68
47 C 2.48 2.33 -1.54
48 N 3.12 3.66 -1.69
49 C 4.00 3.90 -0.52
50 C 4.22 2.51 0.07
51 C 2.86 1.85 -0.14
52 H 1.40 2.38 -1.66
53 H 2.42 4.38 -1.79
54 H 3.96 2.81 -3.15
55 H 3.51 4.54 0.22
56 H 4.93 4.39 -0.83
57 H 4.52 2.55 1.12
58 H 5.00 1.98 -0.49
59 H 2.13 2.23 0.58
60 H 2.83 0.77 -0.08



Entry 2:
Density functional theory data (ωB97M-V/def2-TZVPD) for C24H15BiF6N4O6S2 as an isolated structure.

The molar mass comes out at 842.5 g mol⁻¹. The calculation puts the total energy at -3204.0776 hartree. Its spin multiplicity is 1. The relative energy (zero: lowest compared OMol25 entry of this formula, charge and spin) is 87.90 kcal/mol. The charge is 0.

CARTESIAN COORDINATES (ANGSTROEM)
1 Bi 1.75 -0.48 -0.02
2 C 1.84 1.48 5.98
3 C 1.82 2.71 5.33
4 C 1.98 2.79 3.96
5 C 2.14 1.62 3.23
6 C 2.15 0.38 3.87
7 C 2.00 0.31 5.24
8 N 2.27 1.59 1.81
9 N 2.37 2.69 1.26
10 C 2.44 2.65 -0.16
11 C 2.72 3.88 -0.75
12 C 2.82 3.99 -2.12
13 C 2.65 2.87 -2.91
14 C 2.36 1.64 -2.32
15 C 2.25 1.50 -0.94
16 H 1.71 1.43 7.05
17 H 1.69 3.62 5.91
18 H 1.96 3.74 3.45
19 H 2.27 -0.51 3.27
20 H 2.00 -0.65 5.74
21 H 2.85 4.74 -0.10
22 H 3.04 4.95 -2.58
23 H 2.73 2.93 -3.99
24 H 2.25 0.77 -2.96
25 O 1.91 -1.74 -3.97
26 C 1.60 -1.58 -2.81
27 O 2.45 -1.40 -1.84
28 C 0.10 -1.63 -2.39
29 C -0.76 -1.26 -3.55
30 C -1.91 -0.62 -3.40
31 C -2.49 -0.36 -2.06
32 C -3.69 0.51 -2.01
33 C -4.77 0.15 -1.32
34 C -4.76 -1.07 -0.50
35 C -3.65 -1.81 -0.40
36 C -1.47 -0.55 -0.93
37 N -0.12 -0.89 -1.21
38 H -0.35 -1.49 -4.52
39 H -2.49 -0.29 -4.26
40 H -3.67 1.42 -2.60
41 H -5.66 0.76 -1.33
42 H -5.65 -1.37 0.02
43 H -3.60 -2.72 0.18
44 F -1.22 -1.78 1.72
45 C -1.80 -0.61 1.99
46 F -3.07 -0.79 2.29
47 F -1.18 -0.04 3.01
48 S -1.57 0.53 0.51
49 O -0.23 1.03 0.74
50 O -2.68 1.42 0.49
51 N -2.50 -1.53 -1.17
52 S -0.24 -3.58 -0.66
53 O 1.04 -3.48 0.05
54 O -0.07 -3.13 -2.19
55 C -0.35 -5.36 -1.21
56 F 0.68 -5.74 -1.94
57 F -1.48 -5.55 -1.90
58 F -0.40 -6.11 -0.10



Entry 3:
Density functional theory data (ωB97M-V/def2-TZVPD) for a 2-piece molecular cluster, C3H4Cl2 overall at a distorted geometry.

The molar mass comes out at 111.0 g mol⁻¹. The calculation puts the total energy at -1036.8320 hartree. The expectation value of S² is 2.008. Its spin multiplicity is 3. The relative energy (zero: lowest compared OMol25 entry of this formula, charge and spin) is 36.97 kcal/mol. The charge is 0.

CARTESIAN COORDINATES (ANGSTROEM)
1 C 1.46 -0.14 0.82
2 C 1.51 -0.11 -0.70
3 C 0.52 0.47 -0.08
4 Cl -4.28 0.19 -1.01
5 Cl -0.96 1.15 -0.32
6 H 0.96 -1.10 1.33
7 H 2.03 0.38 1.54
8 H 2.19 -0.48 -1.39
9 H -3.43 -0.34 -0.17